1.
Here is the molecule C17H17N5OS2 in a non-equilibrium geometry from the OMol25 dataset. Energies are from the ωB97M-V functional and the def2-TZVPD basis.

Structure (ORCA input):
```
! wB97M-V def2-TZVPD RIJCOSX def2/J DEFGRID3
* xyz 0 1
H 2.98 -0.98 4.45
H 1.21 -0.95 -3.01
H 0.46 -3.04 -4.41
H 1.34 -4.51 -4.01
C 0.68 0.51 2.27
H -2.51 4.36 -0.55
N -1.01 2.51 -1.06
C -1.16 -3.33 -0.70
C 0.12 1.19 1.12
H -2.45 4.26 1.19
N -2.12 3.97 0.29
N -1.53 3.15 3.58
H 0.89 -4.26 -1.64
H -1.80 -2.58 -0.24
H 0.51 -0.83 5.32
N 2.19 -0.98 -0.71
C 2.14 -0.57 3.94
S 2.36 0.07 2.36
C -1.17 2.70 2.58
C 1.40 -0.17 -0.46
H -0.23 -0.91 -4.05
C -2.02 -4.46 -1.27
H -1.40 -5.25 -1.69
H -2.63 -4.88 -0.49
C 0.85 -0.47 4.36
H -2.67 -4.07 -2.05
C 0.46 0.83 -0.20
C -0.21 1.49 -1.25
N -0.37 -2.65 -1.72
C 0.02 0.15 3.42
S -0.01 1.14 -2.96
H -1.03 0.31 3.57
H -0.41 -4.44 -3.78
C 0.16 -0.68 -3.06
C 0.51 -3.87 -3.71
O -1.61 -0.79 -1.46
C -1.31 2.91 0.17
C -0.79 2.23 1.31
H 1.65 -2.79 -2.22
C 0.74 -3.39 -2.28
C -0.69 -1.37 -2.00
H -0.48 -3.72 0.06
*
```

## Properties
* Kohn-Sham gap: 8.37 eV
* HOMO level: -8.58 eV
* relative energy (zero: lowest compared OMol25 entry of this formula, charge and spin): 0.000 eV

2.
Here is the molecule C17H17N7O2S in a non-equilibrium geometry from the OMol25 dataset. Energies are from the ωB97M-V functional and the def2-TZVPD basis.

Structure (ORCA input):
```
! wB97M-V def2-TZVPD RIJCOSX def2/J DEFGRID3
* xyz 0 1
N -1.60 1.19 3.08
O -5.32 0.56 1.72
H -0.30 -0.07 -5.43
H -2.32 1.10 -4.59
C 0.84 0.67 -2.30
C -1.84 -1.61 0.14
H 3.60 -0.38 -2.48
C 2.01 0.66 -1.41
H -1.91 -2.32 -0.63
C 0.58 -2.07 0.49
C -1.40 1.56 -2.65
H -4.67 2.09 3.39
C 3.08 -2.42 0.84
H 1.73 -1.09 1.83
N 1.75 -1.86 1.19
S 5.18 -0.99 1.81
H 3.02 -3.07 -0.07
C 0.82 0.18 -3.62
H -1.50 2.51 4.84
H -2.28 2.07 -2.24
C -0.63 -1.31 0.80
N -2.47 2.49 4.55
H -0.29 1.76 -0.82
C 3.04 -0.47 -1.56
O 0.57 -2.99 -0.34
H 3.35 -3.02 1.74
C -2.70 1.64 3.58
C -4.14 0.65 2.05
H 4.66 0.35 -0.45
N -3.02 -0.98 0.47
H 1.63 0.57 -0.43
C -1.71 0.30 2.05
H 2.52 1.65 -1.43
H 2.62 -1.46 -1.58
H -3.15 2.44 5.30
C -0.31 0.35 -4.43
N -0.56 -0.33 1.73
C 4.06 -1.30 0.65
N -3.96 1.44 3.10
H 1.68 -0.32 -4.04
N 4.00 -0.43 -0.47
C -0.27 1.36 -1.84
C -1.43 0.98 -3.94
C -2.95 -0.06 1.45
*
```

## Properties
* Kohn-Sham gap: 7.57 eV
* HOMO level: -8.51 eV
* relative energy (zero: lowest compared OMol25 entry of this formula, charge and spin): 0.815 eV

3.
Here is a structure of composition C17H17N7RuSe5 from the OMol25 dataset. Energies are from the ωB97M-V functional and the def2-TZVPD basis.

Structure (ORCA input):
```
! wB97M-V def2-TZVPD RIJCOSX def2/J DEFGRID3
* xyz 2 5
N 1.12 1.92 1.21
H -0.10 -3.31 -2.98
H 1.34 -4.82 1.25
C 1.96 2.55 2.05
H -4.78 2.63 -1.95
Se -2.18 5.27 0.44
C -0.75 -0.25 3.51
C -2.98 3.43 -1.01
H -1.11 0.52 -2.60
H 2.44 -2.79 0.06
C 1.63 -3.41 -0.32
H -1.23 -2.60 -1.82
Se 1.64 4.10 -2.17
N -0.93 4.14 -0.12
H 2.65 3.25 1.60
C -3.03 1.47 -2.36
N -1.50 -1.07 3.79
C 0.19 0.75 3.07
H -0.82 -5.48 0.66
Ru 1.19 1.93 -1.11
C -1.57 3.24 -0.83
H -1.55 -4.96 -1.65
C 0.25 1.05 1.71
H 2.63 2.86 4.05
C 0.89 -1.29 -1.20
H 0.15 -5.31 -1.64
H 1.03 1.19 5.00
H -1.38 -3.83 0.56
C -0.59 -4.51 0.24
N -3.50 4.49 -0.42
H 0.61 -3.26 1.56
H -0.42 0.56 1.02
N -0.91 2.16 -1.42
N 0.78 -2.57 -1.21
Se 4.86 3.28 -0.70
Se 3.41 5.04 -1.13
C -0.59 -4.59 -1.29
C 1.94 2.33 3.41
C -3.72 2.50 -1.80
C 0.77 -4.01 0.78
H 2.07 -4.18 -0.96
C 1.05 1.41 3.94
N 1.00 -0.13 -1.20
Se 3.57 1.42 -0.98
C -1.64 1.34 -2.14
C -0.35 -3.23 -1.93
H -3.53 0.74 -2.98
*
```

## Properties
* Kohn-Sham gap (alpha / beta): 7.22 / 6.19 eV
* HOMO level (alpha / beta): -14.21 / -14.85 eV
* relative energy (zero: lowest compared OMol25 entry of this formula, charge and spin): 0.000 eV

4.
Here is a structure of composition C17H18As2N2O7Sn from the OMol25 dataset. Energies are from the ωB97M-V functional and the def2-TZVPD basis.

Structure (ORCA input):
```
! wB97M-V def2-TZVPD RIJCOSX def2/J DEFGRID3
* xyz 2 1
H 2.22 2.48 -1.10
As -2.08 -1.28 -1.49
H -0.97 0.82 -3.23
H -3.36 -1.55 -3.66
C -3.80 1.17 1.52
C 4.22 -0.57 0.86
C 3.88 -0.51 2.20
As 0.09 1.29 -0.99
O 6.09 -0.54 2.81
C 2.56 -0.54 2.65
H 0.90 3.61 -0.70
C 1.57 -0.50 1.69
O 2.63 -1.88 -1.88
N 4.96 -0.55 3.22
O 0.94 -0.26 -0.64
C 3.29 -0.76 -1.58
H -1.00 3.02 1.08
H 2.34 -0.64 3.70
C -3.38 -0.80 -2.87
H 1.59 2.56 0.57
C -2.42 0.17 -0.20
H 0.13 2.23 -3.28
C 3.21 -0.50 -0.08
H -4.70 1.15 2.11
H -3.04 2.94 2.47
C -1.72 2.22 0.95
H -3.16 0.17 -3.30
C -0.01 1.21 -2.90
O 4.60 -0.60 4.38
H 0.82 0.58 -3.24
H -4.37 -0.79 -2.42
H -2.98 -3.59 -1.41
C -2.87 2.19 1.72
H -4.32 -0.60 0.44
H 5.26 -0.69 0.58
H -2.51 -3.10 0.23
O 3.81 -0.03 -2.36
C -3.57 0.18 0.57
C 1.34 2.63 -0.48
C -1.51 1.22 0.00
O -0.36 -0.53 2.97
O -0.25 -1.77 1.20
C 1.90 -0.36 0.35
C -3.00 -2.78 -0.68
Sn 0.85 -2.65 -1.32
H -4.04 -2.55 -0.47
N 0.21 -0.94 2.00
*
```

## Properties
* Kohn-Sham gap: 7.87 eV
* HOMO level: -15.70 eV
* relative energy (zero: lowest compared OMol25 entry of this formula, charge and spin): 0.000 eV

5.
Here is a structure of composition C17H18As2N2O7Sn in a non-equilibrium geometry from the OMol25 dataset. Energies are from the ωB97M-V functional and the def2-TZVPD basis.

Structure (ORCA input):
```
! wB97M-V def2-TZVPD RIJCOSX def2/J DEFGRID3
* xyz 2 1
H -1.91 -4.60 -3.83
C 3.45 0.76 0.77
H -1.29 1.23 -1.56
C -1.11 -2.91 -1.02
C 1.32 3.96 0.69
C 1.66 2.56 0.75
C -2.93 -2.85 -3.09
O 2.90 0.14 1.77
C 2.28 4.90 0.52
C 3.07 2.23 0.65
O -0.26 5.61 0.52
H -4.51 -0.47 0.20
H -2.16 2.05 -0.25
C -3.78 -0.53 1.01
H 1.70 -4.75 1.23
O 5.81 5.18 0.21
O 4.26 6.70 0.18
C -1.15 -3.53 2.01
N 4.67 5.57 0.25
C -2.15 1.17 -0.89
O 0.79 1.63 0.84
H -1.81 -4.33 1.67
H -1.75 -2.69 2.37
Sn 0.83 -0.08 2.17
As 0.03 -3.00 0.54
H -3.75 -1.11 -2.15
H -0.27 -4.64 -2.00
C 4.03 3.19 0.46
H 0.41 -5.46 0.25
O 4.20 0.32 -0.06
H -3.07 1.12 -1.46
C -1.95 -3.84 -3.05
H 2.00 5.95 0.46
As -2.00 -0.41 0.22
O -0.93 3.70 1.26
H -3.91 -1.46 1.54
H 5.08 2.94 0.36
C -2.04 -1.88 -1.08
H -0.54 -3.91 2.83
C -2.99 -1.87 -2.10
C -1.02 -3.87 -2.03
N -0.08 4.45 0.81
H 1.74 -4.56 -0.53
C 1.09 -4.62 0.34
H -3.62 -2.81 -3.92
H -3.94 0.31 1.69
C 3.63 4.52 0.41
*
```

## Properties
* Kohn-Sham gap (alpha / beta): 5.70 / 5.00 eV
* HOMO level (alpha / beta): -15.65 / -15.33 eV
* relative energy (zero: lowest compared OMol25 entry of this formula, charge and spin): 2.126 eV

6.
Here is a structure of composition C17H18BBaN7O4 in a non-equilibrium geometry from the OMol25 dataset. Energies are from the ωB97M-V functional and the def2-TZVPD basis.

Structure (ORCA input):
```
! wB97M-V def2-TZVPD RIJCOSX def2/J DEFGRID3
* xyz 0 1
H -4.30 3.38 3.57
H 4.79 1.18 -0.23
H 0.11 4.06 -1.37
H 0.63 -3.47 -4.67
C 1.16 -3.45 2.89
H -6.49 3.42 -0.15
C -2.09 1.78 -0.25
H 0.97 -3.88 3.80
C 5.85 -0.80 -0.39
H 5.69 -3.06 -0.58
H 3.39 -4.07 -0.52
N 1.10 -2.06 1.18
C -4.45 2.77 -0.26
C 1.91 -3.62 -2.87
O -1.17 1.40 0.55
O -2.14 1.61 -1.48
H 2.61 -4.42 -2.98
C -4.34 3.22 2.51
C -3.24 2.51 0.43
H 2.70 -4.70 1.80
N 2.01 -3.03 0.85
N 3.94 -1.91 -0.47
C 0.75 3.16 -1.45
C 4.77 0.09 -0.32
C 5.27 -2.06 -0.50
N 0.95 -1.96 -1.84
C 0.90 -3.12 -3.71
Ba 0.59 -0.11 -0.23
H 0.38 2.59 -2.25
H -2.33 2.54 2.41
H 6.91 -0.58 -0.38
C 2.05 -3.89 1.88
C 0.56 -2.27 2.42
N 1.94 -2.91 -1.75
C 0.32 -2.06 -3.02
N 3.58 -0.57 -0.37
C -5.53 3.47 1.79
N -6.74 3.92 2.51
H 0.75 2.68 -0.43
C -5.57 3.24 0.39
H -4.50 2.58 -1.33
H -0.51 -1.39 -3.25
C -3.23 2.75 1.83
O -6.63 4.10 3.74
H -0.17 -1.57 2.80
O -7.77 4.10 1.83
B 2.84 -3.03 -0.48
H 1.78 3.45 -1.67
*
```

## Properties
* Kohn-Sham gap: 8.80 eV
* HOMO level: -9.39 eV
* relative energy (zero: lowest compared OMol25 entry of this formula, charge and spin): 0.384 eV

7.
Here is a structure of composition C17H18BBrCeN6O2 in a non-equilibrium geometry from the OMol25 dataset. Energies are from the ωB97M-V functional and the def2-TZVPD basis.

Structure (ORCA input):
```
! wB97M-V def2-TZVPD RIJCOSX def2/J DEFGRID3
* xyz 2 1
H -0.94 1.92 3.21
O -2.53 -1.59 2.62
C -0.59 2.54 2.39
C 2.86 1.24 -2.66
H 4.15 2.91 -3.40
C -0.80 -4.91 0.24
C -3.14 0.82 -1.78
H -1.73 3.18 -3.61
C -2.07 2.42 -2.91
H 2.43 -2.14 1.55
N -2.03 1.17 -1.06
C 0.25 4.10 1.02
C 3.15 -1.83 0.78
C 2.22 3.37 -2.41
H -3.77 0.00 -1.44
H 0.03 -6.34 3.24
N -0.61 2.05 1.10
H -0.10 -6.88 0.81
H 0.04 4.51 3.19
C -0.62 -4.30 2.98
H 3.92 -1.21 1.26
N 1.65 1.23 -2.06
H -0.60 -4.00 4.03
H 2.08 4.44 -2.40
N -0.07 3.03 0.27
H 0.67 4.98 0.55
B -0.11 2.95 -1.28
N 1.27 2.54 -1.91
C -0.07 3.85 2.35
Br -1.59 -2.17 -0.61
H 3.60 -2.68 0.33
H 3.41 0.34 -2.90
N -1.35 2.15 -1.80
C -0.37 -5.88 1.17
C -0.28 -5.58 2.53
C -1.31 -1.95 2.41
Ce -2.05 0.23 1.14
C 3.26 2.58 -2.91
C -1.08 -3.64 0.68
H -4.00 1.62 -3.65
H 2.63 -1.23 0.02
O -0.39 -1.04 2.29
H -0.29 4.09 -1.66
H -0.91 -5.15 -0.82
C -1.00 -3.35 2.03
C -3.21 1.62 -2.92
*
```

## Properties
* Kohn-Sham gap (alpha / beta): 2.66 / 2.50 eV
* HOMO level (alpha / beta): -13.28 / -13.26 eV

8.
Here is a structure of composition C17H18BN7O2S2Zn in a non-equilibrium geometry from the OMol25 dataset. Energies are from the ωB97M-V functional and the def2-TZVPD basis.

Structure (ORCA input):
```
! wB97M-V def2-TZVPD RIJCOSX def2/J DEFGRID3
* xyz 2 1
C -4.44 -3.74 1.75
H 4.89 1.39 1.97
H 2.61 -0.12 1.97
C 4.21 1.24 1.15
N 3.20 1.35 -0.84
C -1.86 -3.61 2.89
H 2.16 -1.76 -5.32
H -1.39 2.00 0.24
N 2.45 0.50 -0.04
N 1.14 2.44 -1.73
H -2.40 0.81 2.95
Zn 0.57 -0.35 -0.63
H 3.27 0.74 -4.79
S -3.44 -2.35 -0.51
C -1.25 -2.28 0.73
H -1.38 1.51 4.24
N -1.84 -1.85 -0.38
H -1.08 4.57 -0.61
C 2.59 0.12 -4.22
S 0.31 -1.77 1.14
H -0.62 0.67 2.83
H -0.85 -3.58 3.31
C 3.04 0.45 1.16
H 1.17 4.52 -2.18
H -2.75 -4.54 4.62
H 0.59 -2.26 -3.12
C -1.47 0.67 3.53
B 2.52 1.84 -2.18
C -0.47 3.73 -0.88
H -5.04 -4.61 3.65
N 1.31 -0.38 -2.47
C 1.20 -1.40 -3.34
C 2.01 -1.12 -4.46
C 0.67 3.71 -1.68
O -4.31 -1.20 -0.52
H -1.53 -0.28 4.07
H 5.03 2.43 -0.58
C 4.28 1.78 -0.14
H 3.22 2.62 -2.74
C -3.38 -3.15 1.07
N 2.18 0.56 -3.01
C -2.09 -3.11 1.60
C -2.93 -4.16 3.61
C -4.21 -4.22 3.05
H -5.42 -3.79 1.28
O -3.64 -3.35 -1.53
C -0.67 2.41 -0.47
N 0.26 1.62 -1.02
*
```

## Properties
* Kohn-Sham gap (alpha / beta): 4.58 / 4.07 eV
* HOMO level (alpha / beta): -15.18 / -15.01 eV

Number 1: E -49073.650 eV. Number 2: E -43266.394 eV. Number 3: E -357633.522 eV. Number 4: E -162720.034 eV. Number 5: E -162717.908 eV. Number 6: E -37912.842 eV. Number 7: E -114588.401 eV. Number 8: E -103194.285 eV.